ORCA calculation (wB97M-V/def2-TZVPD) on a 2-piece molecular cluster, C4H12 overall in a non-equilibrium geometry.

XYZ file:
```
16
Properties=species:S:1:pos:R:3:forces:R:3
C 0.964 0.400 2.262 -2.10 -1.37 0.69
C 1.861 1.466 1.704 1.71 2.61 0.65
H -0.159 0.337 2.057 1.39 0.80 -0.69
H 1.356 -0.547 1.834 -0.29 0.20 0.88
H 0.849 0.382 3.395 1.12 -0.09 -1.24
H 2.940 1.182 2.018 -1.64 0.89 0.06
H 1.616 2.611 1.992 0.62 -2.76 -0.34
H 2.025 1.493 0.621 -0.81 -0.29 -0.03
C -0.958 -0.446 -2.492 -1.25 0.70 0.45
C -1.722 -1.335 -1.464 -3.23 -0.34 1.52
H -0.712 0.511 -1.888 -0.42 -1.13 -1.93
H -0.114 -0.810 -3.094 0.46 -0.41 1.35
H -1.664 -0.401 -3.383 0.40 1.11 1.32
H -1.762 -2.383 -1.730 0.69 -0.46 0.00
H -1.573 -1.287 -0.269 0.30 0.24 -2.98
H -2.946 -1.172 -1.565 3.07 0.28 0.29
```
Positions in Å, forces in eV/Å.

Properties
- F_max: 0.0696 hartree/bohr
- Total energy: -4340.6279 eV
- Relative energy (zero: lowest compared OMol25 entry of this formula, charge and spin): 183.4 kJ/mol
- SMILES: CC.CC
- Gap between HOMO and LUMO: 11.92 eV
- LUMO energy: 1.01 eV

Atom charges from the Mulliken analysis, given in e for atoms 1 to 2: C -0.710; C -0.741

***

ORCA calculation (wB97M-V/def2-TZVPD) on a 2-piece molecular cluster, C4H12 overall in a non-equilibrium geometry.

XYZ file:
```
16
Properties=species:S:1:pos:R:3:forces:R:3
C -1.062 -2.025 1.017 -0.18 0.04 -0.36
C 0.290 -2.343 1.660 0.33 -0.75 -0.73
H -1.618 -2.930 0.756 0.04 0.08 0.16
H -1.697 -1.413 1.653 -0.06 -0.03 0.14
H -0.957 -1.472 0.079 0.11 0.00 0.12
H 1.115 -2.049 1.002 -0.09 0.31 0.26
H 0.421 -1.901 2.639 0.06 0.12 0.13
H 0.439 -3.429 1.741 -0.20 0.25 0.28
C 1.133 2.220 -1.104 -0.45 -0.81 -0.33
C -0.340 2.187 -1.521 -0.22 0.30 -0.07
H 1.420 1.238 -0.726 0.08 0.10 0.27
H 1.761 2.379 -1.974 0.24 0.34 0.06
H 1.289 2.955 -0.327 0.35 0.24 0.00
H -0.517 2.743 -2.443 0.06 0.01 0.00
H -0.966 2.663 -0.765 -0.08 -0.18 0.04
H -0.710 1.176 -1.688 0.02 0.00 0.04
```
Positions in Å, forces in eV/Å.

Properties
- F_max: 0.0213 hartree/bohr
- Total energy: -4342.2683 eV
- Relative energy (zero: lowest compared OMol25 entry of this formula, charge and spin): 25.1 kJ/mol
- SMILES: CC.CC
- Gap between HOMO and LUMO: 12.78 eV
- LUMO energy: 1.09 eV

Atom charges from the Mulliken analysis, given in e for atoms 1 to 2: C -0.663; C -0.814

***

ORCA calculation (wB97M-V/def2-TZVPD) on a 2-piece molecular cluster, C4H12 overall in a non-equilibrium geometry.

XYZ file:
```
16
Properties=species:S:1:pos:R:3:forces:R:3
C 0.855 1.909 0.377 -0.59 0.07 0.58
C -0.262 2.870 -0.081 -0.13 -0.85 0.39
H 1.785 2.427 0.609 0.11 -0.07 -0.40
H 0.558 1.432 1.322 0.09 0.04 -0.23
H 0.998 1.108 -0.349 0.26 0.16 0.05
H -0.139 3.867 0.346 -0.06 -0.04 -0.32
H -1.226 2.471 0.252 0.05 0.18 0.15
H -0.359 2.859 -1.160 0.29 0.55 -0.23
C -0.919 -2.720 0.034 -0.44 -0.03 0.61
C 0.383 -2.076 -0.390 0.10 1.07 -0.03
H -1.259 -3.496 -0.648 0.05 -0.10 0.02
H -0.871 -3.136 1.044 0.30 -0.25 -0.15
H -1.728 -1.998 0.148 -0.03 0.19 -0.45
H 1.273 -2.555 0.003 0.06 -0.36 -0.21
H 0.460 -1.919 -1.463 0.06 -0.54 -0.23
H 0.448 -1.044 -0.043 -0.11 -0.02 0.44
```
Positions in Å, forces in eV/Å.

Properties
- F_max: 0.0209 hartree/bohr
- Total energy: -4342.2674 eV
- Relative energy (zero: lowest compared OMol25 entry of this formula, charge and spin): 25.2 kJ/mol
- SMILES: CC.CC
- Gap between HOMO and LUMO: 12.74 eV
- LUMO energy: 1.10 eV

Atom charges from the Mulliken analysis, given in e for atoms 1 to 2: C -0.676; C -0.830

***

ORCA calculation (wB97M-V/def2-TZVPD) on a 2-piece molecular cluster, C4H12 overall in a non-equilibrium geometry.

XYZ file:
```
16
Properties=species:S:1:pos:R:3:forces:R:3
C 0.875 0.197 2.602 0.37 0.11 0.29
C 1.567 1.367 1.885 -0.70 0.15 -0.20
H 1.600 -0.547 2.932 -0.05 -0.09 -0.08
H 0.396 0.563 3.510 -0.12 -0.03 0.00
H 0.105 -0.297 2.020 0.03 -0.08 -0.23
H 2.547 1.144 1.482 0.28 -0.20 0.20
H 0.991 1.707 1.016 -0.07 0.05 0.27
H 1.635 2.198 2.589 0.26 0.09 -0.26
C -1.914 -1.057 -2.027 1.49 -1.59 -0.38
C -0.545 -0.466 -2.464 -0.81 0.14 -0.06
H -2.015 -2.067 -2.452 -0.23 0.36 -0.51
H -1.857 -1.375 -0.983 -0.62 0.98 0.25
H -2.734 -0.445 -2.372 -0.34 0.03 0.57
H 0.112 -0.346 -1.612 0.19 0.16 0.09
H -0.725 0.505 -2.928 0.30 0.04 0.10
H -0.037 -1.082 -3.199 0.03 -0.12 -0.06
```
Positions in Å, forces in eV/Å.

Properties
- F_max: 0.0430 hartree/bohr
- Total energy: -4342.0994 eV
- Relative energy (zero: lowest compared OMol25 entry of this formula, charge and spin): 41.4 kJ/mol
- SMILES: CC.CC
- Gap between HOMO and LUMO: 12.64 eV
- LUMO energy: 1.08 eV

Atom charges from the Mulliken analysis, given in e for atoms 1 to 2: C -0.712; C -0.810

***

Q: The highest relative energy (zero: lowest compared OMol25 entry of this formula, charge and spin) belongs to which entry?
A: number 1

***

Q: Which of these has the highest LUMO energy?
A: number 3